The following is a DFT calculation (ωB97M-V/def2-TZVPD) of a cluster of 2 separate species, C29H30N2O5 in total.

Last column: Löwdin charge in e.
Cartesian coordinates (Å):
N 1.4510 -3.1354 0.9665  -0.0292
C 1.1040 -1.9983 0.0229  -0.2699
C 1.4579 -0.5780 0.6841  -0.1486
C 0.3871 0.5749 0.3977  -0.0937
C -0.1407 1.4173 1.6235  0.0533
C -1.1825 2.5872 1.4551  -0.0896
C -1.6835 3.4083 2.7318  -0.1799
C -2.6982 2.8927 3.7826  -0.0213
C -3.1225 3.8188 4.9835  -0.0720
C -2.5596 5.2587 5.1888  -0.0708
C -1.5221 5.7725 4.1188  -0.0606
C -1.0972 4.8489 2.9190  -0.0297
C -1.7377 2.9620 0.0231  -0.0378
C -2.7819 4.1667 -0.1949  -0.2325
N -4.0657 3.7607 -0.8269  -0.0209
C -1.2349 2.1137 -1.1816  0.0105
C -0.1773 0.9550 -0.9941  0.0070
C 0.2829 0.1309 -2.3061  -0.2345
O 1.4614 -0.2649 -2.4974  0.0411
C -0.8995 -0.0999 -3.3873  -0.1038
C -0.9839 -1.5005 -4.1819  -0.1251
C -2.3880 -2.2370 -3.7719  -0.1902
C -2.1600 -3.5080 -2.7933  -0.1593
C -2.4985 -3.0568 -1.2744  -0.2575
O -3.7793 -3.5932 -0.8043  -0.1137
C -1.8449 0.9668 -3.5616  0.0530
C -1.7390 2.3327 -2.7021  -0.2620
O -1.9928 3.4583 -3.2007  0.0301
H 2.2485 -2.7442 1.5196  0.0219
H 1.8322 -3.9352 0.4330  0.0698
H 0.0159 -2.0831 -0.3445  0.0922
H 1.7969 -2.1526 -0.8945  0.1002
H 1.4866 -0.7254 1.8319  0.1203
H 2.4815 -0.1714 0.3697  0.1217
H 0.2224 1.2152 2.7002  0.1122
H -3.1416 1.8390 3.6440  0.1007
H -3.8790 3.3959 5.7441  0.0872
H -2.8708 5.8837 6.0891  0.0840
H -1.0951 6.8325 4.2473  0.0864
H -0.3625 5.2806 2.1473  0.1032
H -2.9847 4.7672 0.7689  0.1099
H -2.2447 4.9129 -0.9001  0.1296
H -4.0541 3.8519 -1.8509  0.0547
H -4.3008 2.7747 -0.6372  0.0729
H -0.9075 -1.3235 -5.3187  0.1230
H -0.1407 -2.1930 -3.7973  0.1104
H -3.0908 -1.4671 -3.2799  0.1062
H -2.8280 -2.6443 -4.7608  0.1098
H -1.0992 -3.9250 -2.8289  0.1057
H -2.9358 -4.3278 -3.0500  0.1211
H -2.4894 -1.9098 -1.2275  0.1138
H -1.6530 -3.4848 -0.6127  0.1080
H -4.0410 -3.0150 -0.0432  0.0967
H -2.6973 0.8239 -4.3148  0.1313
C 5.8130 -2.3038 -0.4105  0.0358
C 4.7864 -2.5735 0.3970  0.0265
C 4.9690 -3.3687 1.6311  -0.3681
O 4.0324 -3.6194 2.3713  0.0907
C 6.3333 -3.8507 1.9343  0.0240
C 7.3597 -3.5808 1.1266  0.0240
C 7.1771 -2.7862 -0.1065  -0.3852
O 8.1131 -2.5381 -0.8424  0.1106
H 5.6971 -1.7240 -1.3178  0.1272
H 3.7825 -2.2270 0.1885  0.0819
H 6.4495 -4.4304 2.8415  0.1232
H 8.3646 -3.9270 1.3342  0.1237

The charge is 0. Its SMILES is NCCc1cc(-c2ccccc2)c(CN)c2c1C(=O)C(CCCCO)=CC2=O.O=C1C=CC(=O)C=C1. As for the lowest unoccupied orbital energy: -0.0656 Eh. For the energy above the lowest of the compared OMol25 structures with the same formula, charge and spin, the calculation gives 361.0 kcal/mol. As for the HOMO-LUMO gap: 0.260 Ha. The HOMO energy comes out at -8.85 eV.

***

The following is a DFT calculation (ωB97M-V/def2-TZVPD) of a structure of composition C29H30N3RuSSb.

Last column: Löwdin charge in e.
Cartesian coordinates (Å):
Ru -0.1520 -0.1911 -0.0445  1.1415
C 0.1725 -3.7232 0.5294  -0.0274
C 0.3079 -3.2698 -0.8947  -0.3451
C 0.0704 -4.1007 -1.9701  -0.0372
C 0.2357 -3.6016 -3.2654  -0.0689
C 0.7241 -2.3231 -3.4324  -0.1451
C 0.9580 -1.5203 -2.3118  -0.4412
N 0.6994 -1.9920 -1.0748  -0.0737
Sb 2.4794 0.1374 -2.4934  1.3575
C 3.0408 0.0160 -0.4291  -0.4863
C 4.4010 -0.0323 -0.1179  -0.1555
C 4.8056 -0.0184 1.1980  -0.0803
C 3.8336 0.0884 2.1962  -0.0511
C 2.5008 0.1448 1.8349  -0.3409
C 1.4308 0.2981 2.8819  -0.0421
N 2.1059 0.0796 0.5495  -0.0399
C 0.9467 1.6805 -2.2178  -0.4637
C 0.7952 2.6823 -3.1722  -0.1417
C 0.0760 3.8191 -2.8571  -0.0697
C -0.3985 3.9752 -1.5600  -0.0505
C -0.2278 2.9468 -0.6518  -0.3791
C -0.6837 3.0762 0.7709  -0.0388
N 0.3934 1.8018 -0.9941  -0.0643
H -0.0767 -4.7811 0.5946  0.0808
H -0.6033 -3.1431 1.0315  0.0334
H 1.1069 -3.5360 1.0608  0.0872
H -0.2356 -5.1261 -1.8106  0.1066
H 0.0169 -4.2268 -4.1225  0.1049
H 0.9329 -1.9258 -4.4188  0.0862
H 5.1269 -0.0786 -0.9204  0.0836
H 5.8542 -0.0707 1.4608  0.1030
H 4.1105 0.1338 3.2413  0.1077
H 1.6256 1.1651 3.5138  0.0860
H 1.3783 -0.5826 3.5237  0.0845
H 0.4668 0.4384 2.3900  0.0186
H 1.2452 2.5581 -4.1497  0.0858
H -0.0994 4.5890 -3.5983  0.1061
H -0.9135 4.8775 -1.2586  0.1119
H -1.5793 3.6910 0.8472  0.0856
H 0.1077 3.5201 1.3788  0.0904
H -0.8964 2.0846 1.1717  0.0172
S -2.8253 1.1030 -1.5650  0.7082
C -2.1416 0.0160 -0.6016  -0.8295
C -2.0853 -1.5952 2.7615  -0.0388
C -2.9729 -1.0313 1.6248  -0.4795
C -3.3590 0.3978 2.0063  -0.0664
C -2.2067 -1.0421 0.2751  -0.2769
C -4.2011 -1.9227 1.4437  -0.1686
C -5.4997 -1.4302 1.5129  -0.0256
C -6.5945 -2.2711 1.3545  -0.0791
C -6.4139 -3.6217 1.1123  -0.0951
C -5.1242 -4.1239 1.0123  -0.0792
C -4.0362 -3.2836 1.1760  -0.0472
H -1.0467 -1.3158 2.5921  0.0435
H -2.1326 -2.6805 2.8319  0.0729
H -2.3994 -1.1938 3.7271  0.0890
H -2.4586 0.9799 2.2058  0.0691
H -3.9634 0.4006 2.9141  0.0919
H -3.9100 0.8947 1.2084  0.0689
H -2.2050 -2.0211 -0.2009  0.0972
H -5.6753 -0.3773 1.6846  0.1022
H -7.5934 -1.8579 1.4172  0.1024
H -7.2679 -4.2771 0.9996  0.1001
H -4.9575 -5.1732 0.8028  0.1023
H -3.0393 -3.6994 1.0840  0.1023

The charge is 0. As for the lowest unoccupied orbital energy (spin up / spin down): 0.0089 / -0.0215 Eh. For the energy above the lowest of the compared OMol25 structures with the same formula, charge and spin, the calculation gives 27.2 kcal/mol. The spin multiplicity is 5. As for the HOMO-LUMO gap (spin up / spin down): 0.156 / 0.258 Ha. The HOMO energy (spin up / spin down) comes out at -4.01 / -7.61 eV. Its expectation value of S² is 6.03.

***

The following is a DFT calculation (ωB97M-V/def2-TZVPD) of a structure of composition C29H31BeCl8F6KMgN3O16PS2.

Last column: Löwdin charge in e.
Cartesian coordinates (Å):
C 1.3246 -0.9023 2.7195  -0.1247
C 0.8497 -0.7832 1.2285  -0.3813
C 1.6335 -1.7740 0.3272  -0.1994
C 1.7644 -1.2672 -1.1131  -0.1777
C 3.0178 -0.4261 -1.3538  -0.1102
C 2.8143 0.9878 -0.8757  -0.0900
C 1.9429 1.8619 -1.4014  -0.1049
C 1.0126 1.5252 -2.5398  -0.0743
C -0.3993 1.2500 -2.0458  -0.1931
C -0.8600 1.6657 -0.7700  -0.0407
C -2.1819 1.3644 -0.3166  -0.0608
C -3.0747 0.6208 -1.1317  -0.2747
C -4.4425 0.2931 -0.5601  -0.0738
C -2.6347 0.2094 -2.4150  -0.0257
C -1.3122 0.5273 -2.8622  -0.0147
C 1.8535 3.2543 -0.8709  -0.3701
O 1.5351 4.1560 -1.5824  0.1605
C 2.1845 3.4298 0.5676  0.0160
C 3.0412 2.5533 1.0957  0.0283
C 3.6418 1.4700 0.2783  -0.3390
O 4.7092 0.9909 0.5168  0.1501
H 0.6008 -1.4413 3.3388  0.0298
H 2.2763 -1.4270 2.7555  0.0971
H 1.4776 0.0959 3.1462  -0.0112
H 1.0006 0.2167 0.8058  0.0513
H -0.2334 -0.9677 1.1649  -0.0861
H 1.0412 -2.7093 0.2421  0.0550
H 2.5693 -2.0628 0.7979  0.1219
H 0.8482 -0.7492 -1.3948  0.0928
H 1.8139 -2.1546 -1.7523  0.1178
H 3.3264 -0.4738 -2.3990  0.1274
H 3.8354 -0.8634 -0.7777  0.1176
H 0.9858 2.3836 -3.2168  0.1355
H 1.4014 0.6722 -3.0945  0.1174
H -0.2185 2.2176 -0.0873  0.0589
H -2.4971 1.6975 0.6683  0.0756
H -4.2753 0.0552 0.4951  0.0726
H -5.1053 1.1557 -0.5639  0.0577
H -4.8766 -0.5878 -1.0328  0.0706
H -3.2687 -0.3663 -3.0807  0.0814
H -1.0022 0.1715 -3.8390  0.0909
H 1.7268 4.2324 1.1314  0.1081
H 3.3171 2.6407 2.1427  0.1086
Mg -1.0945 -2.5982 1.5112  0.9489
N -2.4213 -1.5283 -5.3727  0.0516
C -3.4211 -1.3417 -6.2338  -0.1544
C -3.4121 -1.8115 -7.5375  -0.0703
C -2.3000 -2.5125 -7.9757  -0.1067
C -1.2499 -2.7154 -7.0958  -0.0863
C -1.3612 -2.2064 -5.8118  -0.1469
H -4.2704 -0.7833 -5.8528  0.0989
H -4.2536 -1.6303 -8.1921  0.1029
H -2.2519 -2.8935 -8.9875  0.0953
H -0.3629 -3.2547 -7.3972  0.0826
H -0.5620 -2.3449 -5.0907  0.1049
C -1.5094 -6.5224 7.7327  -0.6875
F -2.5119 -7.3685 7.4835  0.1287
F -1.5099 -6.2454 9.0384  0.1334
F -0.3598 -7.1402 7.4438  0.1291
S -1.7164 -4.9965 6.7300  0.5694
O -2.9616 -4.4279 7.1646  -0.2912
O -1.6692 -5.4400 5.3588  -0.3175
N -0.4107 -4.2533 7.2404  -0.2922
S -0.1177 -2.8349 6.6214  0.5615
O -1.0238 -1.7853 6.9962  -0.2848
O 0.2773 -2.8543 5.2333  -0.3417
C 1.4473 -2.4597 7.4964  -0.6883
F 2.3881 -3.3706 7.2272  0.1328
F 1.2885 -2.4228 8.8192  0.1417
F 1.8784 -1.2706 7.0767  0.1223
O 4.7298 6.3861 2.4904  -0.2745
Cl 3.7672 5.8533 3.4298  0.6611
O 4.1984 4.5495 3.8673  -0.3696
O 2.4951 5.7315 2.7593  -0.3298
O 3.6569 6.7326 4.5563  -0.2886
C -9.2467 0.8509 -1.7410  0.0462
N -8.0179 1.2744 -0.9990  -0.4135
O -7.6337 2.3936 -1.1493  0.1813
O -7.4904 0.4276 -0.2749  -0.2024
H -9.5960 1.6915 -2.3279  0.1191
H -8.9730 0.0153 -2.3820  0.1206
H -10.0000 0.5570 -1.0089  0.0564
C 5.3409 1.6966 4.8981  -1.5554
Cl 3.6333 1.4794 5.3040  0.5164
Cl 6.1770 2.5582 6.1830  0.5497
Cl 6.1031 0.1312 4.5902  0.5134
H 5.4003 2.2895 3.9933  -0.0053
Be -0.1663 1.4131 2.5295  0.6434
O 6.9532 4.4691 0.8199  -0.0782
P 6.3609 5.3719 -0.2484  -0.0731
O 7.0611 6.7112 -0.0772  -0.0529
O 4.8330 5.4852 -0.0917  -0.1373
O 6.6491 4.8140 -1.6234  -0.1165
C 1.0144 -1.1510 -10.0186  -2.0496
Cl 0.8568 -2.9108 -10.1435  0.5273
Cl 2.0338 -0.5613 -11.3294  0.5412
Cl -0.5864 -0.4103 -10.1335  0.5357
Cl 1.7447 -0.7341 -8.4656  0.5302
K -8.9903 -0.8453 0.6222  1.0783

The charge is 0. As for the lowest unoccupied orbital energy: -0.2113 Eh. As for the HOMO-LUMO gap: 0.056 Ha. The HOMO energy comes out at -7.28 eV.

***

One value per record, in order, for largest force on an atom: 0.0942 0.0130 0.0683 hartree/bohr.
One value per record, in order, for molar mass: 486.6 675.5 1242.7 g/mol.